1.
Computed, not measured: a single C21H27F3N4O2 molecule, with ωB97M-V/def2-TZVPD.

Summary:
Orbital gap (eV): 8.669
Total energy (a.u.): -1485.60294
Energy above the lowest of the compared OMol25 structures with the same formula, charge and spin (kJ/mol): 1.3
SMILES string: O=C1[C@@H]2CCCN2C(=O)N1CCCCN1CCN(c2cccc(C(F)(F)F)c2)CC1
Lowest unoccupied orbital energy (eV): 0.7

ORCA input file:
```
! RIJCOSX wB97M-V def2-TZVPD def2/J DEFGRID3
* xyz 0 1
N -3.200 0.050 -1.303
N 3.384 -0.873 -1.195
H -2.379 1.879 3.142
H 3.512 -3.331 2.621
O -3.484 2.307 -1.750
H 3.837 -1.815 -2.980
H -4.098 2.272 3.002
C -2.885 -0.728 -0.225
C 1.629 0.881 3.041
H 3.372 -2.922 -1.674
C -2.522 0.244 0.883
C 2.637 -1.406 2.913
N -2.593 1.535 0.231
H -4.521 0.261 1.702
O -2.883 -1.933 -0.193
H 0.062 0.396 -4.371
H -2.091 3.274 1.288
C -1.068 -0.884 -3.045
H -1.511 0.042 1.255
H 0.989 0.417 -1.476
H 1.492 1.382 -2.886
H -4.407 0.054 -2.985
C 3.113 0.384 -1.859
C 3.094 -1.042 0.141
H -2.608 -0.681 -4.549
H 3.346 1.221 -1.201
C 1.710 -1.930 -2.624
H -3.788 3.149 0.787
H 2.219 0.909 0.489
C 3.224 -2.404 2.151
C -2.933 2.587 1.172
C 2.516 -0.032 0.921
C -3.518 -0.465 -2.617
H -0.871 -0.473 -2.053
C -3.137 1.423 -1.010
H -3.302 -0.323 2.851
C -2.348 -0.250 -3.581
C -3.245 1.842 2.483
H -2.200 0.824 -3.712
N 1.436 -0.657 -3.264
H 1.049 -2.116 -1.759
C 3.162 -1.958 -2.131
C 3.450 -2.230 0.803
C 1.664 0.446 -2.349
C 0.152 -0.604 -3.938
H 3.777 0.438 -2.727
F 1.797 0.800 4.366
H 2.455 -1.538 3.966
F 2.047 2.106 2.678
H 3.932 -3.024 0.255
H -1.214 -1.960 -2.931
H -3.731 -1.529 -2.492
F 0.287 0.889 2.840
C -3.496 0.391 2.056
H 1.553 -2.724 -3.357
H 0.183 -1.324 -4.761
C 2.301 -0.221 2.278
*
```

***

2.
Computed, not measured: 9 unconnected molecules or ions with the total composition C9H38N2O9, with ωB97M-V/def2-TZVPD.

Summary:
Orbital gap (eV): 9.708
Total energy (a.u.): -1152.32929
Energy above the lowest of the compared OMol25 structures with the same formula, charge and spin (kJ/mol): 33.2
SMILES string: COC[C@H](C)N.COC[C@H](C)N.CO.O.O.O.O.O.O
Lowest unoccupied orbital energy (eV): 0.4

ORCA input file:
```
! RIJCOSX wB97M-V def2-TZVPD def2/J DEFGRID3
* xyz 0 1
H -4.898 -3.018 4.385
H 1.658 3.032 -5.148
H -6.310 -2.482 3.511
H -0.600 3.025 -3.583
C -2.543 0.449 4.417
O -0.136 -3.775 2.064
H 4.446 2.612 -3.724
H -1.618 1.601 -4.218
O 0.022 -1.017 -0.210
H -0.313 -0.040 -3.088
C 0.524 1.358 -4.347
H 3.141 0.623 0.157
H -3.164 1.196 3.920
H 5.540 1.162 1.352
O 1.665 1.249 -0.770
H -1.519 0.817 4.483
H 0.602 0.726 -5.236
H 1.343 1.017 -1.701
H -1.291 0.962 1.720
C -0.731 2.225 -4.308
H -1.767 -1.501 1.893
O -0.466 -3.873 -1.375
C 4.084 2.298 -4.709
H 1.570 -1.288 3.047
O -1.046 1.788 1.213
C 5.079 0.775 0.442
H 0.616 -3.473 1.539
H 2.369 -0.637 1.910
H -0.394 -2.948 -1.094
H -0.508 -4.507 1.559
C -2.626 -0.819 3.543
H -0.827 2.699 -5.288
H 1.754 2.768 -3.379
H 3.923 3.183 -5.335
O 3.768 0.342 0.840
H -6.253 -2.117 5.220
C -5.636 -2.214 4.333
H -0.222 1.566 0.770
H 4.919 1.760 -5.156
C 1.742 2.275 -4.360
N 0.560 0.476 -3.152
H -0.736 -0.704 2.902
H 1.267 -0.222 -3.382
O 2.907 1.545 -4.658
H 5.696 -0.054 0.086
H 1.667 2.213 -0.744
H -4.075 -1.917 2.394
H 4.934 1.520 -0.340
O -4.949 -0.997 4.101
H -2.897 0.262 5.429
H -2.361 -1.645 4.215
H 0.364 -1.276 0.660
H 0.522 -0.216 -0.430
O 1.498 -1.014 2.126
H -4.391 -0.232 2.345
C -4.030 -1.015 3.020
H -0.233 -3.866 -2.308
N -1.641 -0.654 2.445
*
```

***

3.
Computed, not measured: a gas-phase ion, C5H14N2 (charge -1), with ωB97M-V/def2-TZVPD.

Summary:
⟨S²⟩: 0.75
Orbital gap (spin up / spin down) (eV): 2.443 / 8.742
Total energy (a.u.): -308.32426
Energy above the lowest of the compared OMol25 structures with the same formula, charge and spin (kJ/mol): 101.8
Lowest unoccupied orbital energy (spin up / spin down) (eV): 3.9 / 3.8

ORCA input file:
```
! RIJCOSX wB97M-V def2-TZVPD def2/J DEFGRID3
* xyz -1 2
H -2.401 1.185 -0.133
H -0.658 -0.004 2.032
C -0.724 0.775 1.258
H 0.259 -1.688 -0.741
C 0.219 0.313 0.162
N 1.469 -0.108 0.766
H -1.188 0.484 -1.980
C 2.529 -0.495 -0.203
H 2.390 -1.490 -0.622
H 3.484 -0.345 0.299
C -2.177 0.917 0.881
H -2.850 0.114 1.168
H -0.141 -0.488 -2.602
H -1.203 -1.320 -0.036
C -0.442 -0.859 -0.673
H 1.269 -0.915 1.348
H -0.260 1.600 1.795
H -2.642 1.808 1.342
N -0.972 -0.514 -2.001
H 2.451 0.234 -1.008
H 0.416 1.035 -0.631
*
```

***

4.
Computed, not measured: 2 unconnected molecules or ions with the total composition C4H8O2, with ωB97M-V/def2-TZVPD.

Summary:
⟨S²⟩: 0.76
Orbital gap (spin up / spin down) (eV): 9.864 / 6.297
Total energy (a.u.): -307.31903
Energy above the lowest of the compared OMol25 structures with the same formula, charge and spin (kJ/mol): 62.8
Lowest unoccupied orbital energy (spin up / spin down) (eV): -4.6 / -8.2

ORCA input file:
```
! RIJCOSX wB97M-V def2-TZVPD def2/J DEFGRID3
* xyz 1 2
H 0.255 -0.329 -1.183
C -0.230 1.115 -2.287
O 0.049 -0.140 -2.156
C -0.594 1.924 -1.208
O -0.110 -1.512 -0.050
H 0.850 -2.749 1.214
H -0.124 1.435 -3.312
H -0.781 2.979 -1.369
H 0.817 -0.006 1.910
H 0.397 -1.301 3.173
H -0.258 1.622 -0.229
C 0.346 -1.786 1.045
C 0.185 -0.861 2.208
H -0.802 -0.394 2.245
*
```

***

5.
Computed, not measured: a single C2H7N5 molecule, with ωB97M-V/def2-TZVPD.

Summary:
Orbital gap (spin up / spin down) (eV): 8.029 / 7.884
Total energy (a.u.): -354.00160
Energy above the lowest of the compared OMol25 structures with the same formula, charge and spin (kJ/mol): 498.3
Lowest unoccupied orbital energy (spin up / spin down) (eV): 0.9 / 0.7

ORCA input file:
```
! RIJCOSX wB97M-V def2-TZVPD def2/J DEFGRID3
* xyz 0 1
N 1.432 1.040 1.065
H 1.979 1.087 0.221
C 0.386 -0.395 -1.096
H -1.675 -1.689 -0.382
H -0.994 -1.805 1.322
H 1.441 -0.253 -1.185
H -0.007 -1.154 -1.803
H -2.117 -0.447 0.714
N 0.099 -0.458 0.285
C -1.232 -1.059 0.453
N 0.171 0.607 1.103
N -0.415 0.937 -1.530
N -0.816 1.742 -0.793
H 1.748 1.847 1.626
*
```

***

6.
Computed, not measured: 4 unconnected molecules or ions with the total composition C27H38Cl2N5O3, with ωB97M-V/def2-TZVPD.

Summary:
Orbital gap (eV): 6.382
Total energy (a.u.): -2470.80545
Energy above the lowest of the compared OMol25 structures with the same formula, charge and spin (kJ/mol): 1116.6
Lowest unoccupied orbital energy (eV): -3.3

ORCA input file:
```
! RIJCOSX wB97M-V def2-TZVPD def2/J DEFGRID3
* xyz 1 1
C 1.692 1.592 -6.460
H 1.132 -3.336 0.977
N 2.344 3.994 -0.698
C -0.509 0.875 1.861
C 1.080 -0.878 0.408
C 0.816 1.303 2.726
H -3.452 -6.001 -3.786
C -0.377 -0.658 1.209
H 2.265 5.366 0.938
C 3.301 5.312 -2.211
H -2.706 -2.812 -1.135
H -2.030 1.792 3.118
H -3.573 -5.150 -1.426
H 0.375 4.760 4.030
H -5.278 -5.896 3.538
C 3.058 -2.680 -0.379
H -1.912 -4.112 2.182
C 2.902 0.184 -0.988
C 2.801 4.048 -1.989
H 3.732 5.668 -3.138
H -4.050 -3.349 4.465
H 2.731 3.185 -2.638
H -4.410 -5.665 5.253
C 2.554 5.205 -0.092
C 2.801 3.372 -5.682
C -2.553 -3.995 -4.228
H 1.919 3.186 -0.261
H 2.649 1.572 -4.565
H -3.427 -6.423 3.744
N 2.423 2.082 -5.409
H 3.580 -3.722 -0.469
H -1.255 3.823 3.481
C 3.625 -1.269 -1.057
O -1.675 -2.819 3.983
C -1.689 -1.679 3.007
H 1.577 1.796 1.953
C -3.113 -5.016 -3.494
O -0.433 -1.695 2.249
H 2.423 3.176 3.737
C -2.302 -2.924 -3.338
C -1.687 -0.230 3.842
H 2.423 4.665 -7.412
H 1.076 2.505 -8.357
H -0.084 1.990 4.786
C 1.595 2.584 -7.410
H -2.542 0.545 2.119
Cl -1.676 -0.941 -0.136
C -4.261 -5.646 4.070
H 3.433 7.072 -0.834
H -4.315 -3.794 2.571
H 3.393 3.936 -4.974
N 1.616 0.337 -0.257
H 1.406 0.382 3.194
C 1.632 -2.411 0.455
C -2.717 -3.324 -2.087
N -1.755 0.838 2.774
C 0.568 2.405 3.907
H -1.659 -5.019 3.828
C 2.297 3.710 -6.918
C -3.811 -4.114 3.583
H -1.867 -1.964 -3.583
H 4.639 -1.343 -1.664
H -0.705 -0.241 4.477
C -0.064 3.836 3.416
C -2.158 -4.058 3.331
H -2.608 -0.191 4.585
C 3.145 6.044 -1.010
H 0.276 4.038 2.292
Cl -0.988 2.155 0.551
N -3.204 -4.601 -2.191
O 1.909 2.720 4.493
H -2.663 -1.820 2.375
H -2.349 -4.018 -5.291
H 1.303 0.583 -6.441
H 3.369 1.156 -1.501
*
```